(1)
Entry from the Open Molecules 2025 dataset: C31H38CeN4O7S as an isolated structure (the ωB97M-V functional and the def2-TZVPD basis).

Output
* ΔE to the lowest compared entry with this formula, charge and spin: 0.925 eV
* gap between HOMO and LUMO: 7.613 eV

```
! RIJCOSX wB97M-V def2-TZVPD def2/J DEFGRID3
* xyz 0 1
Ce -11.50605 -9.53146 -12.35530
C -10.07917 -6.37212 -13.71246
N -9.74029 -6.99710 -12.42770
C -8.31076 -7.43328 -12.56530
C -7.79503 -8.31033 -11.41254
C -8.11059 -9.79989 -11.52766
N -9.48254 -10.02716 -10.98906
C -9.62851 -10.88765 -10.05727
C -10.84716 -11.24766 -9.29571
C -10.76761 -12.40404 -8.48215
C -11.74156 -12.67839 -7.53611
C -12.91386 -11.96102 -7.61926
C -13.16916 -11.00042 -8.59264
C -12.08979 -10.60945 -9.40156
O -12.30476 -9.68080 -10.30830
C -9.88789 -6.11233 -11.28967
C -10.66424 -6.68532 -10.15713
C -12.13900 -6.64604 -10.46717
N -12.55110 -7.20549 -11.76178
C -13.29693 -6.48195 -12.50742
C -14.03080 -6.94736 -13.65087
C -15.26227 -6.30390 -13.92255
C -16.13185 -6.78655 -14.86707
C -15.67734 -7.89759 -15.63913
C -14.41687 -8.47121 -15.46605
C -13.60491 -8.01374 -14.41944
O -12.42888 -8.59831 -14.16801
H -9.32353 -5.67217 -13.98480
H -11.01013 -5.88518 -13.63570
H -10.18566 -7.16943 -14.54148
H -7.70964 -6.50967 -12.60004
H -8.09998 -7.87541 -13.55412
H -8.09060 -7.95781 -10.41376
H -6.73058 -8.14499 -11.39877
H -7.38119 -10.33878 -10.88264
H -8.07665 -10.19384 -12.56924
H -8.71737 -11.48184 -9.71393
H -9.85091 -12.93481 -8.61595
H -11.67038 -13.49477 -6.82538
H -13.74318 -12.28123 -6.99551
H -14.07578 -10.45515 -8.70203
H -10.28824 -5.11343 -11.58181
H -8.89072 -5.77783 -10.94464
H -10.46034 -6.15454 -9.23803
H -10.25421 -7.68124 -9.97273
H -12.50287 -5.59628 -10.45276
H -12.76332 -7.08362 -9.70474
H -13.64885 -5.43536 -12.19813
H -15.56061 -5.41774 -13.37964
H -17.16598 -6.37034 -15.05915
H -16.37700 -8.30699 -16.32054
H -14.09996 -9.33581 -16.06598
N -13.95460 -10.42231 -12.39406
C -14.18823 -11.57244 -13.35043
C -13.61197 -12.85189 -12.75246
C -12.08439 -12.88993 -12.58551
O -11.47696 -13.91036 -12.69077
O -11.48708 -11.75346 -12.23479
H -14.12629 -10.65095 -11.42799
H -14.68799 -9.71399 -12.51984
H -13.68966 -11.32185 -14.29102
H -15.26229 -11.73791 -13.58077
H -13.85018 -13.65384 -13.44783
H -13.97186 -13.17535 -11.73154
C -9.86056 -6.53245 -19.71898
C -9.83848 -7.49896 -18.60091
C -8.72058 -7.56591 -17.77377
C -8.72272 -8.45665 -16.71178
C -9.86537 -9.14642 -16.37345
C -11.09863 -8.90044 -17.02369
C -11.05127 -8.08662 -18.14120
S -9.83608 -10.33470 -15.05535
O -11.12873 -11.01345 -15.11488
O -8.62205 -11.08479 -15.08569
O -9.84735 -9.52999 -13.80212
H -10.62322 -6.75349 -20.47261
H -8.92235 -6.47533 -20.32920
H -10.07368 -5.52596 -19.37489
H -7.84000 -7.06413 -18.12068
H -7.85020 -8.52306 -16.11343
H -12.01868 -9.31348 -16.60249
H -11.87993 -8.02341 -18.76021
*
```

---

(2)
Entry from the Open Molecules 2025 dataset: C31H38NO2Sc as an isolated structure (the ωB97M-V functional and the def2-TZVPD basis).

Output
* ΔE to the lowest compared entry with this formula, charge and spin: 1.471 eV
* gap between HOMO and LUMO: 5.796 eV

```
! RIJCOSX wB97M-V def2-TZVPD def2/J DEFGRID3
* xyz 0 1
O -3.31121 4.21837 -3.08603
C -4.75103 4.02310 -3.41440
C -4.93510 5.34885 -4.11229
H -5.29763 3.93789 -2.46785
H -4.93242 3.15428 -4.06723
C -3.47033 5.54618 -3.67633
H -5.66182 5.99206 -3.61173
H -5.04448 5.37540 -5.19255
C -3.39957 6.68543 -2.68267
H -4.05254 6.48762 -1.82303
H -3.73958 7.61211 -3.16889
H -2.36890 6.82756 -2.35050
C -2.53631 5.73282 -4.85913
H -2.56722 4.84704 -5.50244
H -1.51454 5.84834 -4.48067
H -2.81408 6.61721 -5.45674
Sc 0.21528 0.43542 -0.55068
C 1.57981 -1.17222 -1.66053
C 0.40550 -1.84909 -1.21514
C -0.73236 -1.26414 -1.84126
H 0.38787 -2.75538 -0.61145
C -0.24830 -0.21933 -2.72485
C 1.17947 -0.16273 -2.59318
H 1.84361 0.51150 -3.13326
H 2.60729 -1.41360 -1.36796
H -1.76076 -1.60186 -1.74232
H -0.84750 0.34601 -3.43472
C 1.75262 0.89141 1.22743
C 2.07646 1.71535 0.10557
C 0.96268 2.58147 -0.14827
H 3.02874 1.70708 -0.42406
C -0.06341 2.27289 0.82510
C 0.44299 1.23942 1.66635
H -0.06283 0.84246 2.55161
H 2.42460 0.19436 1.71582
H 0.93667 3.39714 -0.86565
H -1.00539 2.79498 0.95162
O -4.26423 2.65674 -0.51255
C -3.01379 2.43943 -1.17827
C -3.19538 1.39715 -2.30308
H -2.29176 2.05661 -0.41375
H -2.59766 3.37965 -1.57333
C -4.65570 0.94224 -2.14546
H -2.48335 0.57573 -2.20920
H -3.04358 1.87530 -3.26818
C -5.06885 1.47094 -0.76665
H -4.81369 -0.11456 -2.31855
H -5.25455 1.51903 -2.86263
H -4.85660 0.71554 0.00438
H -6.13520 1.71619 -0.74421
C -4.18088 -3.04178 1.75729
C -3.92766 -1.74846 1.28739
C -2.62839 -1.25279 1.24466
C -1.53369 -2.06696 1.66110
C -1.81613 -3.37193 2.14546
C -3.12230 -3.84705 2.18640
N -0.25190 -1.59889 1.54789
C 0.71078 -2.01504 2.44310
C 0.44698 -2.04885 3.84244
C 1.42280 -2.45727 4.74982
C 2.68108 -2.87381 4.28836
C 2.96173 -2.85910 2.91282
C 2.00963 -2.40590 2.00601
H -5.20673 -3.41485 1.78601
H -4.74246 -1.11324 0.95593
H -2.41950 -0.23352 0.92141
H -0.98680 -3.99590 2.47650
H -3.31185 -4.85161 2.55642
H -0.54508 -1.75187 4.18270
H 1.19530 -2.44497 5.81900
H 3.43475 -3.22124 4.99927
H 3.93696 -3.18511 2.54324
H 2.21989 -2.36322 0.93596
*
```

---

(3)
Entry from the Open Molecules 2025 dataset: C31H39BaN4O9 as an isolated structure (the ωB97M-V functional and the def2-TZVPD basis).

Output
* ΔE to the lowest compared entry with this formula, charge and spin: 3.942 eV
* gap between HOMO and LUMO: 1.317 eV

```
! RIJCOSX wB97M-V def2-TZVPD def2/J DEFGRID3
* xyz -3 1
Ba 7.39568 10.48861 -13.83150
C 10.63257 8.08143 -12.78968
C 9.19938 7.49767 -12.87210
C 9.23727 6.12175 -12.26843
O 8.31445 8.35765 -12.20388
H 11.38586 7.40157 -13.18773
H 11.13753 8.29546 -11.84771
H 10.59183 8.94332 -13.45570
H 8.92127 7.45055 -13.92496
H 9.54926 5.44234 -13.06163
H 8.24141 5.75276 -12.02307
H 9.94963 6.04030 -11.44745
C 6.00079 11.16683 -7.91908
C 6.17419 10.75423 -9.25344
C 6.13718 11.90832 -10.46832
O 6.25783 11.66743 -11.67777
C 5.81224 13.27595 -9.99468
C 5.59960 13.60204 -8.69922
C 5.68708 12.46157 -7.67612
O 5.43798 12.65927 -6.43972
O 5.65324 14.89740 -8.48393
O 6.48737 9.56468 -9.67183
H 5.86312 10.33461 -7.24465
H 5.67402 14.05561 -10.72915
C 9.37074 12.39026 -8.96141
C 9.54952 11.68181 -10.10479
C 9.55891 12.39647 -11.44296
O 9.72785 11.81466 -12.56949
C 9.25651 13.69955 -11.57561
C 8.95547 14.44063 -10.39990
C 9.05551 13.80706 -8.98614
O 8.63515 14.44181 -7.96411
O 8.38499 15.51515 -10.41281
O 9.55101 10.42104 -9.89835
H 9.37749 11.93249 -7.98324
H 9.14137 14.18179 -12.53508
C 10.97229 6.40960 -18.10828
C 10.20052 7.48437 -17.43563
C 10.87055 8.93552 -17.33650
C 10.26119 9.90732 -16.38339
N 9.72764 10.62881 -15.63228
H 11.11568 6.51242 -19.18391
H 10.44502 5.46182 -17.99972
H 11.95183 6.30217 -17.64239
H 10.10806 6.97800 -16.47483
H 9.15991 7.48534 -17.76004
H 10.91775 9.47049 -18.28501
H 11.89183 8.72375 -17.01990
C 5.09991 5.68682 -14.38987
C 4.88116 5.83167 -15.86575
C 4.82593 7.31653 -16.22876
C 6.15637 7.88614 -16.04708
N 7.18815 8.41527 -15.84429
H 5.29021 4.64998 -14.11267
H 4.16424 5.96679 -13.90591
H 5.88860 6.35005 -14.03462
H 3.93335 5.35576 -16.11728
H 5.64163 5.25780 -16.39533
H 4.03155 7.85281 -15.70967
H 4.63689 7.43654 -17.29551
C 9.16871 16.36131 -15.45369
C 8.49660 16.60611 -14.11658
C 7.13681 15.88350 -13.99401
C 7.21351 14.46951 -14.31958
N 7.27474 13.34465 -14.58325
H 9.50760 15.34564 -15.65782
H 10.10292 16.92198 -15.42209
H 8.61422 16.71432 -16.32319
H 8.24086 17.66380 -14.05325
H 9.14476 16.46075 -13.25237
H 6.42241 16.50456 -14.53438
H 6.82221 15.90212 -12.95056
C 2.24247 9.99353 -10.60498
C 1.66982 8.81533 -11.36216
C 2.43887 8.28808 -12.53784
C 3.67829 8.96733 -12.93291
N 4.70374 9.49773 -13.21803
H 1.93204 9.95056 -9.56100
H 1.90599 10.95965 -10.98112
H 3.32868 10.03059 -10.68799
H 0.62325 8.94615 -11.63728
H 1.45654 7.97028 -10.70756
H 1.88801 8.41107 -13.47032
H 2.89445 7.30508 -12.41833
*
```

---

Q: Which of these has the highest gap between HOMO and LUMO?
A: C31H38CeN4O7S

---

Q: What is the gap between HOMO and LUMO in the first record?
A: 7.613 eV

---

Q: Look up the ΔE to the lowest compared entry with this formula, charge and spin of the first one.
A: 0.925 eV